Record 1
{"formula": "C12H44Fe2N20O12", "method": "wB97M-V/def2-TZVPD", "orbital_gap_ev": [7.369, 6.835], "charge": 2, "relative_energy_kj_mol": 0.0, "homo_energy_ev": [-12.54, -12.54], "lumo_ha": [-0.1901, -0.2097], "multiplicity": 9, "elements": ["Fe", "Fe", "O", "C", "C", "O", "H", "H", "H", "H", "C", "O", "N", "N", "H", "H", "H", "H", "C", "O", "N", "N", "H", "H", "H", "H", "C", "O", "N", "N", "H", "H", "H", "H", "C", "O", "N", "N", "H", "H", "H", "H", "C", "O", "N", "N", "H", "H", "H", "H", "C", "O", "N", "N", "H", "H", "H", "H", "C", "O", "N", "N", "H", "H", "H", "H", "C", "O", "N", "N", "H", "H", "H", "H", "C", "O", "N", "N", "H", "H", "H", "H", "C", "O", "N", "N", "H", "H", "H", "H"], "xyz": [[3.6146, -17.7621, -19.1099], [0.1673, -15.9619, -18.3243], [2.2471, -16.1768, -18.8527], [2.4421, -15.1580, -19.8179], [1.1637, -14.6199, -20.4921], [0.0016, -14.4263, -19.6907], [3.1952, -15.4338, -20.5641], [2.9885, -14.3121, -19.3756], [0.7522, -15.2452, -21.2950], [1.4666, -13.6890, -20.9852], [2.7767, -14.4685, -24.6955], [3.4600, -15.2431, -24.0121], [3.3020, -13.5697, -25.5539], [1.4138, -14.3330, -24.6549], [2.6816, -12.7926, -25.7586], [4.3069, -13.5399, -25.5808], [0.9335, -15.0238, -24.1096], [1.0366, -13.5579, -25.1819], [-3.5050, -14.0664, -21.2345], [-3.5591, -13.3924, -20.1851], [-4.5673, -14.3795, -21.9969], [-2.3486, -14.5387, -21.7111], [-4.3342, -14.8921, -22.8342], [-5.5148, -14.0529, -21.9621], [-2.3693, -15.1259, -22.5295], [-1.5747, -14.5237, -21.0549], [4.1775, -14.6008, -15.6822], [5.2212, -14.9288, -15.1354], [3.2821, -15.4796, -16.2349], [3.7275, -13.3446, -15.8075], [2.6556, -15.2153, -16.9697], [3.0952, -16.3877, -15.8467], [2.9130, -13.0962, -16.3369], [4.3545, -12.5958, -15.5548], [3.3721, -18.6256, -22.2389], [3.1430, -18.1639, -21.1061], [3.3271, -17.9753, -23.3965], [3.8132, -19.9093, -22.4037], [3.2727, -18.3376, -24.3335], [3.1039, -16.9714, -23.4582], [4.1900, -20.4483, -21.6445], [3.9764, -20.2139, -23.3470], [-0.7427, -10.4266, -19.2211], [-1.0143, -9.4205, -18.5854], [0.4454, -10.6780, -19.8434], [-1.5887, -11.4916, -19.2515], [1.2238, -10.0533, -19.7359], [0.5772, -11.5284, -20.3598], [-1.1892, -12.3499, -19.5981], [-2.3778, -11.5266, -18.6348], [1.6918, -10.5897, -25.3916], [1.5175, -11.4374, -26.2825], [1.9099, -9.2999, -25.7529], [1.8492, -10.9096, -24.0976], [1.5912, -9.0486, -26.6721], [2.1191, -8.6270, -25.0368], [1.7706, -11.8817, -23.8518], [1.7242, -10.2047, -23.3926], [-2.1086, -16.8921, -24.6953], [-2.9722, -16.4041, -23.9881], [-0.8536, -17.1821, -24.2238], [-2.3545, -17.4748, -25.8957], [-0.9227, -17.1307, -23.2182], [-0.1723, -17.7277, -24.7048], [-1.5622, -17.8655, -26.3689], [-3.2895, -17.6575, -26.2141], [6.4569, -16.2884, -18.9727], [5.3198, -16.6889, -19.3376], [6.6704, -15.7014, -17.7947], [7.5235, -16.3200, -19.7660], [5.8770, -15.2755, -17.3360], [7.5457, -15.4792, -17.3523], [8.4517, -16.0190, -19.5108], [7.6484, -16.8089, -20.6397], [1.4607, -20.1686, -18.7366], [2.1175, -19.0981, -18.6936], [1.0445, -20.7499, -17.6114], [1.3570, -20.9320, -19.8403], [1.2808, -20.3132, -16.7362], [0.8216, -21.7303, -17.6241], [0.8365, -21.7904, -19.8424], [1.9421, -20.6238, -20.6003], [-2.8692, -15.1257, -17.4205], [-1.7660, -15.7122, -17.5852], [-3.6209, -15.3787, -16.3311], [-3.3043, -14.1637, -18.2329], [-4.3829, -14.8452, -15.9539], [-3.2040, -16.0406, -15.6960], [-2.7274, -13.9778, -19.0752], [-4.1683, -13.7401, -17.9523]], "atomic_forces_ev_per_a": [[-0.829, 1.041, -0.699], [-0.535, 2.000, -1.262], [-1.365, -0.596, 0.367], [0.359, 0.909, -0.172], [-0.858, 0.002, -0.611], [1.132, -1.435, 1.689], [-0.463, -0.521, -0.402], [-0.440, 0.175, 0.547], [0.932, -0.469, -0.351], [0.003, 0.152, 0.049], [0.116, 0.963, -0.176], [-0.718, -0.550, -0.155], [0.371, -0.621, 0.490], [0.990, -0.606, 0.638], [0.593, 0.377, -0.891], [-0.087, 0.435, -0.116], [-0.684, 0.346, -0.103], [-0.746, -0.459, -0.015], [-1.148, 1.494, 0.824], [-0.536, 0.539, -3.924], [-0.198, -0.765, -1.128], [1.063, -0.220, 0.217], [-0.305, -0.084, -0.045], [0.230, 0.442, 0.654], [0.204, -0.245, 0.002], [0.183, -0.024, -0.291], [-0.146, -0.397, 0.518], [-0.414, 0.105, -0.327], [-0.371, -1.379, -0.378], [0.729, 1.634, 0.000], [0.001, 0.230, -0.127], [0.569, 0.044, 0.181], [-0.125, -0.096, 0.120], [-0.062, -0.061, -0.021], [1.344, -1.295, -0.673], [0.108, 0.422, -0.150], [-1.283, 2.249, -0.262], [-0.570, -0.282, 0.235], [0.440, -0.898, 0.312], [0.238, 0.115, 0.535], [-0.046, 0.065, -0.006], [0.294, -0.257, 0.152], [-0.849, 0.150, 1.849], [0.579, 0.090, -0.609], [0.699, 0.132, -0.616], [0.487, -0.463, -0.757], [-0.240, 0.146, 0.006], [0.053, 0.025, 0.082], [-0.474, -0.212, 0.204], [-0.026, 0.196, -0.126], [0.668, 0.022, -2.046], [-0.298, -0.348, 0.876], [-0.305, -0.292, 0.762], [-0.032, 0.036, 0.784], [0.142, 0.262, 0.064], [-0.146, 0.352, -0.352], [-0.149, 0.128, 0.169], [0.023, -0.158, 0.152], [-0.784, -2.357, -0.662], [0.125, 0.781, 0.197], [-0.228, 1.605, 1.213], [0.280, 0.561, -0.227], [0.921, -0.245, -0.036], [0.039, -0.317, 0.029], [-0.336, -0.230, -0.385], [0.034, 0.312, -0.084], [0.800, 0.623, 0.250], [-0.427, -0.594, 0.003], [-1.235, 0.379, 0.825], [1.573, -0.743, -1.478], [-0.026, -0.489, 0.322], [0.258, -0.118, -0.491], [-0.396, 0.474, 0.817], [-1.180, -0.298, 0.050], [1.797, -1.245, 0.423], [-0.278, 0.218, 0.056], [-0.569, 0.230, 0.503], [0.193, 1.276, -0.143], [-0.136, -0.071, 0.008], [-0.157, 0.058, 0.257], [0.090, -0.023, -0.257], [-0.409, -0.290, -0.410], [-0.840, 2.315, 0.205], [1.375, -1.291, -0.199], [0.727, -1.507, 0.851], [2.112, -2.724, 3.176], [-0.007, 0.271, -0.477], [-0.207, 0.027, 0.072], [-1.159, 0.445, 0.802], [-0.049, 0.419, -0.894]], "lowdin_charge": [0.992, 1.101, -0.427, -0.309, -0.321, -0.361, 0.101, 0.114, 0.094, 0.102, -0.653, -0.023, 0.178, 0.167, 0.044, 0.120, 0.072, 0.089, -0.615, -0.052, 0.192, 0.190, 0.078, 0.119, 0.055, 0.066, -0.694, 0.037, 0.141, 0.176, 0.039, 0.102, 0.105, 0.123, -0.600, -0.048, 0.202, 0.166, 0.126, 0.070, 0.111, 0.112, -0.682, 0.034, 0.147, 0.158, 0.100, 0.066, 0.050, 0.098, -0.658, -0.013, 0.176, 0.177, 0.120, 0.106, 0.080, 0.107, -0.650, 0.026, 0.146, 0.174, 0.100, 0.090, 0.100, 0.121, -0.587, -0.064, 0.219, 0.203, 0.087, 0.136, 0.129, 0.130, -0.593, -0.083, 0.201, 0.210, 0.130, 0.127, 0.128, 0.093, -0.597, -0.105, 0.181, 0.181, 0.121, 0.113, 0.057, 0.131]}


Record 2
{"formula": "C4H8NO2", "method": "wB97M-V/def2-TZVPD", "orbital_gap_ev": 9.479, "charge": 1, "relative_energy_kj_mol": 531.8, "smiles": "CO[C@@]1(O)C=C1[NH3+]", "homo_energy_ev": -13.74, "lumo_ha": -0.1567, "multiplicity": 1, "elements": ["C", "O", "C", "O", "C", "C", "N", "H", "H", "H", "H", "H", "H", "H", "H"], "xyz": [[1.8274, -0.4893, 1.0976], [0.9657, -0.5136, -0.0319], [-0.4083, -0.5265, 0.1669], [-0.9773, -1.7562, -0.0766], [-0.9672, 0.4379, 1.2220], [-1.0770, 0.7557, -0.1780], [-1.5311, 1.3371, -1.3805], [1.1964, 0.1433, 1.8688], [2.7722, -0.1452, 0.8731], [1.8712, -1.5099, 1.4666], [-0.6546, -2.3693, 0.7050], [-1.1550, 0.7674, 2.1467], [-0.6234, 1.7681, -1.8706], [-2.2003, 2.2171, -1.2198], [-1.9181, 0.6688, -2.0496]], "atomic_forces_ev_per_a": [[-4.689, -0.358, 2.103], [0.433, 0.005, -1.296], [0.718, 1.184, 0.684], [0.771, -1.261, 2.475], [-0.014, 0.552, -9.726], [0.542, -3.990, 6.301], [0.951, 4.701, -0.908], [2.040, -0.876, -0.865], [1.747, 1.084, -0.633], [0.349, -0.092, 0.411], [-0.996, 1.482, -2.444], [-0.778, 1.103, 3.365], [-2.207, -1.005, 0.933], [1.427, -2.379, -0.548], [-0.294, -0.151, 0.148]], "lowdin_charge": [-0.025, -0.107, -0.562, 0.059, 0.261, -0.078, 0.225, 0.121, 0.070, 0.095, 0.191, 0.069, 0.251, 0.248, 0.184]}


Record 3
{"formula": "C5H10NO2", "method": "wB97M-V/def2-TZVPD", "orbital_gap_ev": 6.431, "charge": -1, "relative_energy_kj_mol": 332.3, "smiles": "C[C@@H](CC[O-])NC=O", "homo_energy_ev": -2.84, "lumo_ha": 0.1321, "multiplicity": 1, "elements": ["C", "C", "C", "C", "O", "N", "C", "O", "H", "H", "H", "H", "H", "H", "H", "H", "H", "H"], "xyz": [[0.1743, 0.3342, 1.4548], [0.3277, -0.1319, -0.0701], [-0.9318, 0.0118, -0.7558], [-2.4397, -0.9112, -0.3003], [-3.2661, -0.9739, -1.2918], [1.5230, 0.4939, -0.6856], [2.7803, 0.4066, -0.2231], [3.7587, 0.7645, -0.8833], [0.1617, -0.5409, 2.1218], [0.9879, 0.9135, 1.8665], [-0.8307, 0.7600, 1.4248], [0.6998, -1.1756, -0.0524], [-0.9514, -0.2236, -1.8295], [-1.5382, 0.9100, -0.7057], [-1.9693, -1.8292, 0.0354], [-2.7594, -0.2345, 0.5350], [1.3409, 1.0912, -1.4958], [2.9321, 0.3352, 0.8552]], "atomic_forces_ev_per_a": [[-0.545, -1.512, -1.056], [2.336, -0.554, 2.722], [-3.128, -0.457, -2.083], [1.001, 1.294, -0.594], [0.012, -0.046, -0.096], [-0.708, 0.717, -0.453], [0.550, 2.365, -0.971], [-0.122, -0.506, 0.119], [-0.333, 0.009, -0.293], [-0.047, 0.787, -0.315], [0.375, 0.540, 0.829], [-0.957, -0.060, 0.101], [0.473, -0.289, 0.227], [0.927, 0.939, 0.338], [0.059, -0.869, 0.647], [0.056, -0.553, 0.332], [0.459, -0.659, 0.211], [-0.408, -1.145, 0.334]], "lowdin_charge": [-0.042, -0.412, -0.185, -0.497, -0.306, 0.043, -0.384, -0.051, 0.066, 0.042, 0.055, 0.130, 0.082, 0.073, 0.056, 0.064, 0.145, 0.120]}